C22H50F3IO6P3S | ωB97M-V with the def2-TZVPD basis set

Structure (ORCA input):
```
! RIJCOSX wB97M-V def2-TZVPD def2/J DEFGRID3
* xyz -1 1
C 4.19 -4.18 -1.10
C 4.68 -2.81 -0.75
O 4.45 -2.21 0.25
O 5.45 -2.31 -1.74
C 5.77 -0.91 -1.67
C 5.88 -0.32 -3.08
C 4.85 0.77 -3.37
C 3.41 0.24 -3.51
C 2.52 0.40 -2.29
P 0.70 0.01 -2.71
I 1.27 -2.58 -2.20
C -1.14 -0.23 -3.11
C -1.65 -1.58 -3.59
O -0.91 -1.97 -4.73
C -3.12 -1.50 -3.96
F -3.34 -0.81 -5.08
F -3.89 -0.96 -3.02
F -3.60 -2.74 -4.20
P 0.43 2.30 -3.20
S -1.31 3.22 -3.47
P 0.11 0.35 -0.41
O -0.54 -0.83 0.24
O 1.43 0.83 0.39
O -0.81 1.67 -0.25
H 5.04 -4.86 -1.24
H 3.63 -4.14 -2.04
H 3.55 -4.55 -0.30
H 4.99 -0.43 -1.07
H 6.72 -0.81 -1.12
H 6.90 0.08 -3.21
H 5.77 -1.13 -3.81
H 4.90 1.53 -2.57
H 5.14 1.28 -4.29
H 3.44 -0.83 -3.75
H 2.95 0.72 -4.38
H 2.82 -0.31 -1.51
H 2.60 1.40 -1.84
H 1.04 -0.22 -4.08
H -1.31 0.48 -3.94
H -1.75 0.12 -2.28
H -1.57 -2.34 -2.79
H -1.41 -2.63 -5.23
H 1.23 2.98 -2.28
H 1.24 2.45 -4.34
H 1.57 0.16 1.09
H -1.74 1.41 -0.20
C -5.12 -2.15 4.02
C -5.21 -1.46 2.66
C -5.75 -2.37 1.55
C -4.90 -3.61 1.27
C -3.44 -3.32 0.93
C -3.26 -2.46 -0.31
H -4.44 -3.00 4.00
H -4.76 -1.46 4.79
H -6.10 -2.51 4.34
H -4.22 -1.09 2.38
H -5.85 -0.58 2.74
H -5.84 -1.78 0.64
H -6.76 -2.68 1.82
H -5.36 -4.16 0.44
H -4.94 -4.28 2.14
H -2.92 -4.27 0.79
H -2.95 -2.83 1.77
H -3.71 -2.94 -1.19
H -2.20 -2.29 -0.50
H -3.73 -1.48 -0.20
C -1.28 2.32 3.32
C -0.40 3.40 2.69
C 1.08 3.24 3.00
C 1.44 3.33 4.49
C 1.01 4.62 5.18
C 1.64 5.87 4.58
H -1.23 2.34 4.41
H -2.33 2.45 3.04
H -0.97 1.33 2.98
H -0.75 4.39 3.01
H -0.53 3.36 1.61
H 1.65 3.99 2.44
H 1.42 2.28 2.62
H 2.53 3.22 4.59
H 1.00 2.48 5.02
H 1.27 4.56 6.24
H -0.08 4.72 5.14
H 2.73 5.82 4.63
H 1.33 6.77 5.12
H 1.36 6.00 3.53
*
```

The calculation puts the HOMO energy at -4.93 eV. The value obtained for the largest force on an atom is 0.87 eV Å⁻¹. Its LUMO energy is 2.60 eV.

Löwdin atomic charge list, values in e, 6 entries:
1 C -0.056
2 C -0.589
3 O 0.093
4 O -0.026
5 C -0.160
6 C -0.173